--- a ---
DFT (ωB97M-V/def2-TZVPD) results for C37H40BF4OPdS4Sb as an isolated structure.

multiplicity: 3
⟨S²⟩: 2.013
Kohn-Sham gap (spin up / spin down): 8.2 / 5.2 eV
LUMO (spin up / spin down): 0.34 / -2.61 eV

Geometry (Å):
Pd 0.034 0.575 -0.577
C 0.062 6.183 1.372
C 0.897 6.183 0.093
S 1.564 4.531 -0.283
C 0.792 4.144 -1.876
C -0.729 4.053 -1.875
S -1.472 2.498 -1.266
C -2.296 3.010 0.275
C -1.419 3.694 1.323
S -1.617 5.511 1.204
H -0.112 7.211 1.698
H 0.575 5.656 2.176
H 1.758 6.842 0.220
H 0.312 6.547 -0.752
H 1.247 3.197 -2.167
H 1.101 4.901 -2.597
H -1.101 4.140 -2.897
H -1.168 4.850 -1.279
H -2.720 2.082 0.661
H -3.123 3.658 -0.020
H -0.372 3.435 1.200
H -1.748 3.395 2.316
F 2.653 -2.853 -1.684
B 1.509 -2.154 -1.388
F 1.369 -1.938 0.012
F 1.518 -0.868 -2.044
F 0.328 -2.830 -1.835
C 10.127 -2.552 -0.581
C 8.762 -1.943 -0.794
O 7.894 -2.450 -1.446
S 8.628 -0.371 0.064
C 6.913 0.074 0.010
C 6.082 -0.148 -1.085
C 4.748 0.220 -1.012
C 4.236 0.831 0.138
C 5.092 1.088 1.212
C 6.418 0.707 1.150
C 2.842 1.120 0.219
C 1.645 1.376 0.327
H 10.481 -2.981 -1.516
H 10.026 -3.356 0.149
H 10.841 -1.821 -0.203
H 6.464 -0.619 -1.976
H 4.083 0.023 -1.842
H 4.703 1.576 2.096
H 7.082 0.890 1.987
C -1.617 -0.720 -3.240
C -2.931 -0.417 -2.565
C -3.952 0.156 -3.321
C -5.162 0.526 -2.752
C -5.378 0.322 -1.399
C -4.379 -0.260 -0.629
C -3.166 -0.648 -1.200
Sb -1.565 -1.326 0.092
C -1.771 -3.413 0.450
C -1.333 -3.795 1.717
C -1.420 -5.118 2.119
C -1.946 -6.058 1.249
C -2.366 -5.675 -0.018
C -2.272 -4.356 -0.453
C -2.669 -4.008 -1.863
C -2.298 -0.627 1.989
C -1.520 0.376 2.574
C -1.858 0.921 3.804
C -2.991 0.463 4.461
C -3.758 -0.542 3.894
C -3.427 -1.113 2.665
C -4.304 -2.229 2.147
H -1.748 -0.794 -4.320
H -1.155 -1.640 -2.894
H -0.894 0.077 -3.072
H -3.783 0.330 -4.378
H -5.932 0.978 -3.366
H -6.315 0.614 -0.941
H -4.551 -0.408 0.429
H -0.930 -3.053 2.398
H -1.077 -5.408 3.105
H -2.018 -7.097 1.548
H -2.763 -6.420 -0.698
H -3.063 -4.883 -2.379
H -1.794 -3.660 -2.414
H -3.426 -3.225 -1.890
H -0.626 0.724 2.077
H -1.236 1.685 4.254
H -3.273 0.881 5.420
H -4.637 -0.904 4.420
H -5.359 -1.965 2.249
H -4.136 -3.141 2.725
H -4.109 -2.469 1.105



--- b ---
DFT (ωB97M-V/def2-TZVPD) results for C37H40BF4OPdS4Sb as an isolated structure.

multiplicity: 3
⟨S²⟩: 2.011
Kohn-Sham gap (spin up / spin down): 8.1 / 5.6 eV
LUMO (spin up / spin down): 0.27 / -2.33 eV

Geometry (Å):
Pd 0.825 -0.827 -0.619
C -2.087 -5.690 1.162
C -1.574 -5.903 -0.260
S -1.349 -4.342 -1.152
C 0.421 -4.333 -1.497
C 1.350 -4.345 -0.288
S 1.603 -2.772 0.585
C 0.743 -2.933 2.169
C -0.724 -3.353 2.133
S -0.874 -5.153 2.385
H -2.461 -6.635 1.561
H -2.935 -5.002 1.158
H -2.304 -6.503 -0.808
H -0.644 -6.473 -0.247
H 0.575 -3.441 -2.108
H 0.678 -5.191 -2.122
H 2.348 -4.668 -0.586
H 0.994 -5.049 0.466
H 0.859 -1.943 2.616
H 1.333 -3.622 2.776
H -1.178 -3.081 1.180
H -1.259 -2.835 2.929
F 1.631 2.280 -3.651
B 1.652 1.695 -2.404
F 0.464 1.919 -1.689
F 1.814 0.278 -2.544
F 2.738 2.155 -1.634
C -5.807 2.988 -8.304
C -4.936 2.484 -7.177
O -4.292 3.218 -6.481
S -5.011 0.711 -7.010
C -3.999 0.374 -5.601
C -2.718 0.889 -5.436
C -1.962 0.522 -4.338
C -2.471 -0.381 -3.404
C -3.758 -0.898 -3.573
C -4.517 -0.516 -4.663
C -1.676 -0.769 -2.284
C -0.965 -1.092 -1.346
H -5.267 3.776 -8.826
H -6.706 3.415 -7.859
H -6.101 2.206 -9.001
H -2.310 1.579 -6.159
H -0.973 0.937 -4.189
H -4.149 -1.597 -2.847
H -5.517 -0.913 -4.783
C 4.135 -0.371 0.170
C 3.977 -0.445 1.662
C 4.934 -1.121 2.413
C 4.786 -1.309 3.777
C 3.656 -0.824 4.420
C 2.703 -0.132 3.688
C 2.862 0.089 2.321
Sb 1.294 0.996 1.216
C 1.419 3.089 1.146
C 0.169 3.687 1.030
C 0.042 5.068 1.025
C 1.180 5.847 1.144
C 2.423 5.246 1.248
C 2.579 3.862 1.234
C 3.957 3.282 1.314
C -0.305 0.855 2.590
C -1.384 0.062 2.200
C -2.506 -0.072 3.004
C -2.556 0.595 4.216
C -1.493 1.393 4.606
C -0.360 1.547 3.809
C 0.722 2.466 4.313
H 5.175 -0.516 -0.120
H 3.790 0.563 -0.274
H 3.555 -1.166 -0.320
H 5.805 -1.522 1.909
H 5.543 -1.844 4.334
H 3.516 -0.975 5.481
H 1.823 0.230 4.207
H -0.728 3.086 0.940
H -0.933 5.523 0.923
H 1.104 6.927 1.148
H 3.309 5.864 1.330
H 4.692 4.073 1.453
H 4.201 2.763 0.389
H 4.061 2.578 2.144
H -1.359 -0.447 1.239
H -3.334 -0.686 2.672
H -3.423 0.501 4.858
H -1.534 1.918 5.553
H 0.914 2.278 5.370
H 0.415 3.509 4.208
H 1.668 2.365 3.784



The data favor b; the next most stable structure lies 0.0184 hartree above it.



--- a ---
DFT (ωB97M-V/def2-TZVPD) results for one molecule with the formula C4H3NO2.

multiplicity: 1
Kohn-Sham gap: 9.9 eV
LUMO: -0.13 eV

Geometry (Å):
O -2.801 0.101 -0.421
C -1.686 0.014 -0.852
C -0.436 -0.359 -0.062
C 0.401 0.610 0.555
C 1.615 0.012 0.694
O 1.647 -1.226 0.263
N 0.080 -1.521 -0.271
H -1.409 0.259 -1.902
H 0.107 1.599 0.855
H 2.483 0.512 1.141



--- b ---
DFT (ωB97M-V/def2-TZVPD) results for a 2-piece molecular cluster, C4H3NO2 overall.

multiplicity: 1
Kohn-Sham gap: 10.3 eV
LUMO: 0.84 eV

Geometry (Å):
C 0.785 -0.377 -0.197
C -3.025 -0.983 -0.427
C 0.171 1.041 1.765
C 1.423 0.329 -1.140
N 0.492 0.186 1.038
O -3.331 -2.049 -0.249
O -0.131 1.822 2.537
H 0.425 -1.365 -0.174
H 1.777 0.019 -2.220
H 1.417 1.375 -0.934



The data favor b; the next most stable structure lies 0.0549 hartree above it.



--- a ---
DFT (ωB97M-V/def2-TZVPD) results for one molecule with the formula C4H3NO2.

multiplicity: 1
Kohn-Sham gap: 9.2 eV
LUMO: 0.41 eV

Geometry (Å):
C -0.562 0.101 -0.505
C -1.154 0.689 0.705
C -1.199 -0.278 -1.599
C 0.888 -0.236 -0.228
N -0.098 0.738 1.577
O -1.725 -0.529 -2.574
O 1.176 0.157 1.092
H 1.184 -1.419 -0.170
H 1.758 0.246 -0.874
H -0.268 0.530 2.576



--- b ---
DFT (ωB97M-V/def2-TZVPD) results for one molecule with the formula C4H3NO2.

multiplicity: 1
Kohn-Sham gap: 10.1 eV
LUMO: -0.50 eV

Geometry (Å):
H -2.389 0.615 -1.416
N -1.568 0.915 -0.929
C -0.699 0.144 -0.410
C 0.331 0.980 0.194
C 1.223 0.107 0.721
C 0.733 -1.293 0.438
O 1.160 -2.374 0.691
O -0.507 -1.169 -0.290
H -0.442 1.865 -0.268
H 2.159 0.211 1.269



--- c ---
DFT (ωB97M-V/def2-TZVPD) results for one molecule with the formula C4H3NO2.

multiplicity: 1
Kohn-Sham gap (spin up / spin down): 8.0 / 8.0 eV
LUMO (spin up / spin down): 0.20 / 0.20 eV

Geometry (Å):
C 1.499 1.867 -0.064
C 1.330 0.676 -0.088
C -1.566 -0.220 0.451
C 0.774 -0.617 -0.046
N -0.500 -0.691 -0.005
O -2.608 0.041 -0.346
O 1.588 -1.703 -0.051
H 1.799 2.872 -0.059
H -3.371 0.280 0.198
H 1.055 -2.505 0.012



The data favor b; the next most stable structure lies 0.0625 hartree above it.